No. 1
DFT (ωB97M-V/def2-TZVPD) results for C24H19ClN5NaO5 as an isolated structure.

The molecular weight comes out at 515.9 g/mol. Its lowest unoccupied orbital energy is 4.1 eV. The calculation puts the energy above the lowest of the compared OMol25 structures with the same formula, charge and spin at 0.00 kJ/mol.

```
! wB97M-V def2-TZVPD RIJCOSX def2/J DEFGRID3
* xyz -2 1
C -0.12080 -0.15407 -5.94331
H 0.03639 -0.51401 -6.95313
H 3.52414 2.46030 3.84462
C -1.77513 -2.70563 1.36120
O 0.34759 1.74172 -1.40492
H 1.95723 0.23611 -5.57472
C -3.63973 -2.14997 2.79640
H 2.39506 2.35717 5.16862
N 2.14551 0.89147 3.68778
C 3.72504 -0.32924 -1.33490
C -0.52044 0.73546 -3.33288
O 0.76687 3.10142 2.62503
N -1.80053 0.90925 -1.41308
H -1.30206 2.50074 3.47026
C -1.85568 -0.52201 2.39031
N -0.00639 -1.07370 0.93684
C -2.98954 -3.04267 1.99571
C -1.39951 -0.12789 -5.39551
C 1.63843 3.41482 3.48094
C 0.26655 -1.47548 -0.24822
C 1.50471 -1.26103 -0.95611
O -1.85532 1.25626 -0.21432
H -0.48690 -2.03795 -0.82210
C 2.79261 -1.87724 -2.91235
H -3.40448 -4.03233 1.83877
H 2.47914 0.70176 2.74636
C 3.84303 -1.04987 -2.49052
H 1.13531 0.82174 3.60365
H 0.82691 -2.58133 -2.50790
C -1.20798 -1.45916 1.51380
C 2.47683 2.25568 4.08077
H -1.27346 -3.44860 0.75406
C -3.67824 0.11167 3.83426
C 2.55226 -0.37213 -0.48903
H -4.62191 -0.11771 4.31925
H -3.50924 2.09117 4.62426
C -1.60836 0.31358 -4.09971
C 0.75947 0.72480 -3.87668
H -2.24897 -0.45846 -5.98303
Cl 2.94796 -2.77599 -4.41702
C -3.07037 1.32008 4.00366
N -1.25951 0.67523 2.58970
C -3.07598 -0.86685 3.01176
C -1.83560 1.56091 3.35715
H 4.74164 -0.98173 -3.09368
Na 0.44204 1.57949 0.92593
O 2.48108 0.32890 0.54596
H -4.57622 -2.40676 3.27955
N -0.66144 1.17036 -1.99221
H 1.57651 1.04604 -3.24599
O 1.89463 4.54965 3.92706
H -2.59721 0.32749 -3.66661
H 4.52380 0.32551 -1.00745
C 0.95132 0.27428 -5.17413
C 1.64895 -1.96128 -2.16417
*
```

Atomic partial charges in e from the Mulliken method, atoms 1 to 5: atom 1 (C): -0.55, atom 2 (H): 0.36, atom 3 (H): 0.34, atom 4 (C): -0.34, atom 5 (O): -0.88

No. 2
DFT (ωB97M-V/def2-TZVPD) results for C24H19CuN6S as an isolated structure.

The molecular weight comes out at 487.1 g/mol. Its lowest unoccupied orbital energy is -0.1 eV. The calculation puts the energy above the lowest of the compared OMol25 structures with the same formula, charge and spin at 31.20 kJ/mol.

```
! wB97M-V def2-TZVPD RIJCOSX def2/J DEFGRID3
* xyz 0 1
H -4.73857 -0.60710 -1.67666
C -4.51050 -0.02417 -0.79420
C 3.16369 2.79549 -3.16234
H 2.97180 1.91728 1.94488
N -1.64862 1.05863 1.29815
C -5.27947 1.34832 1.03863
C 2.38920 0.59496 -3.66067
H 2.79059 3.56488 -1.22430
H -0.41773 -5.30020 -2.06728
N 1.47201 1.49633 -0.19086
C 0.54708 3.68121 0.38280
H -0.26832 5.53969 1.05454
C -2.91793 0.84364 0.75499
H 3.68339 3.69332 -3.47640
N -0.45667 -2.30728 0.34795
H 3.42421 1.79411 -5.07889
C 1.97525 1.56141 -1.41222
H 0.79747 -3.18372 -2.63883
C -3.19568 0.09179 -0.37945
C 2.16132 3.79406 2.63325
C -1.12648 -4.53309 -0.18800
C 1.86573 0.45520 -2.34388
H 2.79997 3.83729 3.50710
C 1.24910 4.81302 2.39224
H 2.26210 -0.25600 -4.31826
C 2.66440 2.73034 -1.90039
N 1.27166 -0.74043 -2.12153
H 0.25399 2.10692 2.63991
H -1.66243 -5.42875 0.09261
C 0.44465 4.74974 1.25771
H -6.07642 1.83241 1.58728
Cu -0.06560 0.26985 0.50597
H -6.56645 0.49226 -0.43675
N -0.64312 2.15040 3.11173
C 1.45654 2.64359 0.62355
C 2.26577 2.71762 1.75950
C -3.95953 1.46090 1.44866
H -0.08614 3.61902 -0.49440
H -2.38641 -0.38955 -0.91545
H 1.17125 5.65072 3.07306
N 0.82927 -0.98532 -0.95685
H -1.63895 -3.43240 1.59111
C -1.10986 -3.42583 0.64464
C -0.42924 -4.45520 -1.39010
C 3.02535 1.71942 -4.07681
C 0.24760 -3.29632 -1.71586
C -1.71602 1.80612 2.36136
S -3.31843 2.32563 2.81941
C 0.20037 -2.24043 -0.80938
H -0.74388 2.95110 3.71400
C -5.54590 0.59702 -0.09420
*
```

Atomic partial charges in e from the Mulliken method, atoms 1 to 5: atom 1 (H): 0.40, atom 2 (C): -0.77, atom 3 (C): -0.63, atom 4 (H): 0.44, atom 5 (N): 0.00

No. 3
DFT (ωB97M-V/def2-TZVPD) results for a single C24H19FO3S molecule at a distorted geometry.

Its SMILES is Cc1cc(F)cc(C)c1COc1ccc2c(-c3ccsc3)cc(C(=O)O)cc2c1. The molecular weight comes out at 406.5 g/mol. Its lowest unoccupied orbital energy is -0.2 eV. The calculation puts the energy above the lowest of the compared OMol25 structures with the same formula, charge and spin at 13.30 kJ/mol.

```
! wB97M-V def2-TZVPD RIJCOSX def2/J DEFGRID3
* xyz 0 1
C -2.21464 3.92696 2.70101
C -0.72257 -0.34919 -4.99307
C -0.32269 4.91628 3.64646
H -0.35831 -2.46450 -6.63758
C -0.36609 -1.34729 -2.18485
H -1.16731 -0.64633 -2.43815
C 0.91780 -0.17069 3.01124
C 0.18069 -4.06475 -5.35080
C 0.05264 -2.27370 -3.31026
C 1.23721 -0.14460 5.58222
C 0.66698 0.45486 4.25377
O 0.65411 -0.38740 -1.73544
C -0.15850 -2.79584 -5.64901
H 0.97368 -3.34957 -0.85682
C -1.18935 5.96616 3.60196
C -0.31414 2.38880 3.07667
C 0.12819 1.65922 -0.67476
O 1.79353 -1.24813 5.55835
H 0.69484 -1.48746 0.50005
C -0.29992 -1.83053 -4.61563
H 1.38834 -1.18375 2.94864
C 0.54105 -4.45839 -4.07086
H -0.14220 2.31009 5.13894
H -1.02228 6.94149 3.87427
H -1.66978 -0.16780 -4.50571
H 0.16350 2.08332 -1.60274
H 2.21562 -4.14337 -1.83200
H -0.80789 -1.91248 -1.43184
O 0.88935 0.46552 6.74583
C 1.09599 -4.00977 -1.72049
C -0.93841 3.71248 3.09117
H -2.75691 3.11895 2.11595
H -0.00100 0.37883 -4.58377
C 0.56033 -3.55466 -3.01144
H 0.68387 4.76881 4.11663
H -0.71677 -0.12185 -6.14695
C -0.12557 1.72313 1.82625
C 0.42159 -0.42660 0.64252
C -0.38185 2.28449 0.47255
H 0.85169 -5.00132 -1.46419
S -2.75196 5.55563 2.93615
H 0.71961 -5.52104 -3.91641
H -0.62682 3.34175 0.21069
F 0.37756 -4.99955 -6.26978
C 0.35450 0.38794 1.83667
C 0.01001 1.64137 4.22308
C 0.37462 0.26345 -0.54880
H 1.10765 -0.22899 7.44030
*
```

Atomic partial charges in e from the Mulliken method, atoms 1 to 5: atom 1 (C): -0.34, atom 2 (C): -1.26, atom 3 (C): -0.63, atom 4 (H): 0.44, atom 5 (C): -1.31

No. 4
DFT (ωB97M-V/def2-TZVPD) results for C24H19LaN3O2PS as an isolated structure at a distorted geometry.

The molecular weight comes out at 583.4 g/mol. Its lowest unoccupied orbital energy is -6.6 eV. The calculation puts the energy above the lowest of the compared OMol25 structures with the same formula, charge and spin at 0.00 kJ/mol.

```
! wB97M-V def2-TZVPD RIJCOSX def2/J DEFGRID3
* xyz 2 1
H 1.04958 1.80792 1.85997
H -0.78695 -6.40567 0.61483
H 0.52477 4.95881 -1.29629
O 0.66673 -0.63887 0.69454
N -0.16271 -3.64630 -0.66620
H 4.22861 -6.33656 0.16063
H -0.08043 4.69527 1.16801
C -3.48660 -5.21039 0.08439
C 2.71701 5.05454 -1.27907
H 4.40215 -3.89845 -0.48258
C -1.39362 3.44823 -0.02860
C -2.48625 -4.33293 -0.21047
C 3.88271 4.37899 -0.99644
La -0.99539 -1.28989 -0.75484
N -2.83089 -3.02518 -0.34626
C -3.34167 5.33242 0.57352
N -0.37289 -5.63837 0.17576
O -1.39169 -0.33548 1.35289
C -1.00514 -4.58168 -0.28357
S -4.98593 -4.38466 0.18096
C 1.44799 3.14574 -0.60363
C -1.09342 4.55916 0.76693
C 3.79963 3.11517 -0.45632
H -0.76840 1.93941 1.98590
C 0.99955 -5.43900 0.05505
H -3.30747 -6.26249 0.25061
C 2.63881 2.46468 -0.25510
H -4.00030 6.19848 0.62520
C 2.09401 -6.27938 0.23641
H 2.64157 1.48978 0.15828
C -0.20221 0.13830 1.20097
H 4.81448 4.87197 -1.06387
H 4.73601 2.66690 -0.23410
C 1.10687 -4.12211 -0.40298
C -2.06296 5.47537 1.07049
P -0.07072 2.18286 -0.39784
H 2.02452 -7.30104 0.55831
H -4.71537 4.01232 -0.44017
H 2.68174 5.97917 -1.74003
H -4.66933 -1.92693 -0.24174
H -3.07172 2.41888 -0.98421
C -2.71794 3.27118 -0.43516
C 0.08222 1.56601 1.39003
C 2.34339 -3.54249 -0.63588
C 3.33494 -5.69247 0.05721
C 1.44794 4.41617 -1.09532
H 2.51693 -2.52357 -1.04205
C 3.44083 -4.38876 -0.34041
H -1.78665 6.28991 1.73889
C -3.69481 4.20217 -0.13085
C -4.14154 -2.87717 -0.11577
*
```

Atomic partial charges in e from the Mulliken method, atoms 1 to 5: atom 1 (H): 0.58, atom 2 (H): 0.16, atom 3 (H): 0.49, atom 4 (O): -0.65, atom 5 (N): -0.66

| no. | frontier orbital gap (hartree) |
| --- | --- |
| 1 | 0.220 |
| 2 | 0.248 |
| 3 | 0.292 |
| 4 | 0.260 |